Here is a structure of composition C16H13Cl5CrN6O3S2 from the Open Molecules 2025 dataset. Energies are from ωB97M-V/def2-TZVPD.

Calculated values
2S+1: 5
M, Da: 630.7
E_tot, a.u.: -5313.5840

XYZ file:
```
46
Properties=species:S:1:pos:R:3:forces:R:3:mulliken_spin:R:1
Cr 0.906 -0.642 0.056 -0.242 1.368 1.806 3.88
Cl 0.014 0.262 7.074 -0.025 -0.005 0.030 0.00
C 0.570 0.363 5.450 0.055 0.006 -0.017 0.00
C 0.319 -0.673 4.555 0.000 -0.008 0.021 0.01
Cl -0.519 -2.082 5.062 -0.057 -0.047 0.016 0.00
C 0.756 -0.566 3.248 0.151 0.408 -0.019 0.00
Cl 0.484 -1.834 2.107 -0.402 -0.748 0.239 0.01
C 1.459 0.548 2.749 0.059 -0.115 0.280 0.00
O 1.826 0.611 1.505 -0.059 -0.101 -0.269 -0.03
C 1.753 1.551 3.703 -0.015 -0.127 -0.073 0.00
Cl 2.741 2.878 3.215 0.041 0.034 -0.110 0.00
C 1.301 1.469 5.014 -0.035 -0.082 -0.001 0.00
Cl 1.650 2.738 6.119 0.013 0.017 0.013 0.00
C 2.211 0.231 -3.878 0.051 0.045 0.139 0.01
C 1.647 -0.347 -2.623 0.279 0.378 0.395 0.16
N 1.856 0.169 -1.450 0.760 0.453 -1.199 -0.09
O 2.704 1.261 -1.414 0.033 0.179 -0.072 0.00
C 0.896 -1.577 -2.576 -0.245 -0.322 -0.081 0.01
C 0.533 -2.423 -3.751 0.115 0.050 0.179 -0.01
N 0.630 -1.940 -1.344 -0.374 -1.260 -1.042 -0.04
O 0.118 -3.078 -1.085 -0.191 -0.151 -0.065 0.04
H 2.778 1.127 -3.647 -0.005 -0.005 -0.095 0.00
H 1.410 0.481 -4.574 -0.023 -0.053 -0.010 0.00
H 2.868 -0.494 -4.359 -0.041 -0.022 -0.036 0.00
H 2.844 1.405 -0.470 -0.057 0.073 0.127 0.02
H 0.786 -1.923 -4.683 -0.027 -0.016 -0.037 0.00
H -0.536 -2.640 -3.734 -0.005 -0.023 -0.011 0.00
H 1.055 -3.381 -3.707 -0.028 -0.019 -0.013 0.00
N 0.960 3.050 0.434 0.227 -0.063 0.067 0.01
C -0.222 2.633 -0.050 -0.510 0.124 -0.204 0.00
N -0.650 1.395 -0.013 -0.377 -0.205 -0.285 0.00
C -1.933 1.315 -0.567 0.214 0.583 0.031 0.00
C -2.436 2.488 -1.023 -0.022 -0.033 -0.111 0.00
S -1.315 3.772 -0.799 0.190 -0.239 0.212 0.00
C -2.692 0.066 -0.589 -0.179 -0.357 -0.008 0.01
C -4.009 -0.026 -0.901 -0.151 0.137 0.025 0.00
S -4.552 -1.651 -0.758 0.347 -0.014 -0.001 0.00
C -2.923 -2.116 -0.308 -0.354 0.628 -0.163 0.00
N -2.082 -1.121 -0.257 0.227 -0.179 0.135 -0.02
N -2.617 -3.413 -0.051 0.260 -0.290 -0.016 0.00
H 1.420 2.392 1.054 0.158 0.015 -0.049 -0.01
H 1.107 4.030 0.588 -0.018 0.016 0.045 0.00
H -3.393 2.683 -1.475 0.024 -0.088 -0.019 0.00
H -4.693 0.756 -1.183 0.011 0.013 0.097 0.00
H -3.333 -4.086 -0.265 -0.031 0.004 -0.033 0.00
H -1.697 -3.662 -0.402 0.258 0.041 0.186 0.00
```
Forces are in eV/Å.

Here is a structure of composition C2HClNOS2 from the Open Molecules 2025 dataset. Energies are from ωB97M-V/def2-TZVPD.

Calculated values
Charge: -1
M, Da: 154.6
E_tot, a.u.: -1463.2930

XYZ file:
```
8
Properties=species:S:1:pos:R:3:forces:R:3:mulliken_charge:R:1
C 1.340 0.412 0.436 -1.855 3.319 -7.754 0.47
C -0.654 -0.520 0.155 -2.107 -2.015 1.938 0.19
N 0.453 -0.307 0.866 0.995 -0.944 2.095 -0.39
O 0.956 1.116 -1.184 2.650 -2.114 5.623 -0.66
S -1.722 -1.595 0.991 0.173 0.691 -1.080 -0.40
S -0.894 0.246 -1.307 -1.656 0.636 -1.225 -0.11
Cl 2.711 0.862 1.176 2.022 0.707 0.983 -0.15
H -2.190 -0.214 -1.133 -0.221 -0.281 -0.581 0.03
```
Forces are in eV/Å.

Here is the molecule C3H4N2S from the Open Molecules 2025 dataset. Energies are from ωB97M-V/def2-TZVPD.

Calculated values
SMILES string: S=C1CC=NN1
M, Da: 100.1
E_tot, a.u.: -624.3790

XYZ file:
```
10
Properties=species:S:1:pos:R:3:forces:R:3:mulliken_charge:R:1
S 2.649 -0.230 -0.030 -0.394 0.269 -0.236 -0.36
C 1.003 -0.190 -0.089 -0.104 0.118 0.748 0.01
C -0.014 0.960 -0.001 1.141 -0.262 -0.107 -0.27
C -1.292 0.194 -0.087 -0.585 0.747 0.358 -0.17
N -1.160 -1.069 0.007 0.530 0.416 -0.606 -0.59
N 0.216 -1.278 -0.035 0.176 -1.341 0.218 0.18
H 0.202 1.787 -0.684 -0.310 -0.341 -0.164 0.32
H 0.107 1.410 1.000 -0.170 -0.235 -0.173 0.24
H -2.267 0.658 -0.129 -0.112 -0.163 0.079 0.42
H 0.556 -2.242 0.047 -0.170 0.793 -0.116 0.23
```
Forces are in eV/Å.

Here is a cluster of 2 separate species, C3H5NO in total from the Open Molecules 2025 dataset. Energies are from ωB97M-V/def2-TZVPD.

Calculated values
M, Da: 71.1
E_tot, a.u.: -247.1157

XYZ file:
```
10
Properties=species:S:1:pos:R:3:forces:R:3:mulliken_charge:R:1
C -0.815 0.327 0.219 -0.959 -0.313 -0.076 -0.04
C -2.169 -0.149 0.020 -0.290 0.335 -0.083 -0.29
C 2.353 0.643 -0.240 -0.344 -0.167 0.095 -0.28
N -0.912 -0.919 0.298 0.882 0.033 0.134 -0.45
O 2.309 -0.649 -0.065 0.212 0.106 -0.060 -0.30
H -2.891 -0.075 0.821 -0.076 -0.089 0.090 0.23
H -2.575 -0.217 -0.978 -0.075 -0.068 -0.124 0.20
H 3.424 0.871 -0.455 -0.110 -0.335 0.070 0.15
H -0.125 1.138 0.254 0.620 0.180 0.058 0.34
H 1.401 -0.969 0.126 0.139 0.318 -0.104 0.44
```
Forces are in eV/Å.

Question: Which formula does entry 3 have?
Answer: C3H4N2S

Question: Which of these has the highest M?
Answer: C16H13Cl5CrN6O3S2